DFT (wB97M-V/def2-TZVPD) results for C8H17F3NO11S2V as an isolated structure at a distorted geometry.

XYZ file:
```
43
Properties=species:S:1:pos:R:3:forces:R:3
V 3.40935 -20.70131 -0.37157 2.009 0.328 0.432
S 6.04155 -20.42162 0.26777 1.856 -0.623 -0.323
S 2.89928 -18.18008 0.66272 2.110 0.222 0.880
F 3.09697 -24.54106 -3.52790 0.205 0.463 -0.124
F 2.55373 -22.76949 -4.65754 0.128 -0.337 -0.150
F 4.59073 -23.56684 -4.77247 -0.417 -0.059 -0.169
O 3.58795 -21.05594 -3.00349 -0.765 0.545 -1.389
O 2.75927 -19.56826 1.20821 -1.077 -1.372 1.663
O 3.75214 -22.59375 -1.47699 -1.172 -0.678 -0.676
O 2.09349 -21.98527 1.01912 -0.732 -0.908 -0.025
O 3.14490 -18.69266 -0.75030 -0.989 1.154 -1.715
O 5.32884 -20.09436 -0.99403 -1.062 0.669 -2.046
O 1.74412 -17.33970 0.94766 -0.882 -0.557 -1.101
O 4.09486 -17.57300 1.18666 -0.040 0.628 -0.159
O 6.32030 -19.26788 1.06653 0.862 0.471 0.326
O 4.94533 -21.20783 0.89234 -2.062 -1.654 1.415
O 7.19890 -21.27001 -0.03560 -0.165 0.286 0.329
N 1.33386 -20.71910 -1.25085 -1.861 0.889 -0.843
C 3.51759 -18.98702 -4.26398 -1.174 -0.370 0.845
C 4.19455 -20.32914 -4.04009 1.322 0.907 -0.394
C 4.05140 -22.38080 -2.77262 1.078 1.012 2.334
C 0.28061 -22.96470 -1.19173 0.829 0.680 -0.184
C 2.39301 -22.31882 2.36507 0.462 -0.227 -0.103
C 3.55308 -23.32738 -3.93143 -0.311 0.019 0.911
C 0.35033 -21.55776 -0.54217 -0.166 -0.972 0.213
C 0.73507 -21.61379 0.91834 -0.457 0.865 0.298
H 1.17743 -23.10271 -1.80224 0.037 -0.027 0.075
H -0.66364 -21.14222 -0.59016 0.100 0.242 0.048
H 5.14841 -22.38745 -2.86388 0.196 0.060 -0.524
H -0.58241 -23.00607 -1.85654 -0.122 -0.365 0.168
H 3.45599 -18.46616 -3.30332 0.018 -0.084 0.027
H 4.24265 -20.89455 -4.97486 -0.147 -0.165 -0.063
H 2.08396 -21.50485 3.02209 0.002 -0.019 0.084
H 4.00660 -18.30525 -4.95613 0.242 -0.343 -0.247
H 5.22300 -20.06406 -3.76823 0.168 -0.473 0.216
H 2.48713 -19.18180 -4.58802 0.017 0.290 -0.146
H 0.95686 -19.76430 -1.21373 0.804 0.154 0.755
H 1.14256 -20.85972 -2.24710 0.944 -0.564 0.049
H 0.33066 -23.76021 -0.45060 -0.443 -0.049 -0.011
H 0.01966 -22.23426 1.47885 0.456 -0.769 -0.205
H 3.46084 -22.49230 2.47183 0.081 0.309 -0.273
H 1.88781 -23.26390 2.59419 -0.219 0.113 0.199
H 0.59311 -20.65003 1.42600 0.336 0.307 -0.398
```
Forces are in eV/Å.

Values from the calculation:
Charge: -2
E_tot (Ha): -3237.57775
Highest occupied orbital energy (alpha / beta) (eV): -1.82 / -1.86
Molecular weight (g/mol): 475.3
⟨S²⟩: 2.012
2S+1: 3
E_LUMO (alpha / beta) (eV): 4.7 / 4.7

=====

DFT (wB97M-V/def2-TZVPD) results for an isolated ion of composition C8H17IP and charge +1 at a distorted geometry.

XYZ file:
```
27
Properties=species:S:1:pos:R:3:forces:R:3
I -3.09067 -0.70551 0.24696 0.625 0.822 -0.161
P -1.45976 1.11894 -0.01946 0.263 -1.239 0.821
C 0.49395 -0.46636 1.32178 -0.608 -0.221 -2.263
C 1.76511 -1.23837 1.42398 -1.053 -3.758 -0.136
C 0.42937 -0.61026 -1.26571 2.434 -1.062 1.621
C 1.77753 -2.34637 0.30450 -0.567 0.491 0.543
C -1.82553 2.40217 1.28295 -2.617 -1.439 -2.687
C 1.58555 -1.72802 -1.08854 -0.434 0.719 0.769
C 0.30124 0.26421 -0.00768 -1.304 0.481 -0.415
C -1.75498 1.96613 -1.56207 -4.395 0.297 -1.359
H -0.39768 -1.05515 1.23321 -0.307 -1.227 1.160
H 2.52037 -1.35728 -1.50769 -0.008 0.236 0.176
H -2.37883 1.49973 -2.42101 1.365 -0.190 1.665
H 2.58336 -0.59347 1.21637 1.036 0.491 0.448
H 0.95097 1.08503 -0.19988 0.704 1.045 0.389
H 0.93758 -3.12075 0.40451 1.210 1.056 0.471
H 0.87748 0.00200 -2.00474 -0.336 0.649 -1.172
H -1.40885 2.22713 2.20471 1.398 -0.318 1.997
H 2.75952 -2.83907 0.40399 -0.542 -0.131 -0.429
H -1.52993 3.29221 0.75578 -0.009 0.722 0.408
H -2.39244 2.89615 -1.47270 0.661 -0.855 0.755
H -2.96172 2.30143 1.42610 1.583 0.575 -0.418
H 0.45564 0.17101 2.12406 -0.584 1.801 1.963
H -0.88695 2.31509 -1.96970 2.683 0.683 -1.073
H -0.47282 -1.06055 -1.57648 -1.034 -0.523 -0.399
H 1.80876 -1.85242 2.40746 0.224 1.674 -1.324
H 1.31375 -2.56768 -1.66071 -0.388 -0.776 -1.351
```
Forces are in eV/Å.

Values from the calculation:
Charge: +1
E_tot (Ha): -953.80465
Highest occupied orbital energy (eV): -13.83
Molecular weight (g/mol): 271.1
2S+1: 1
E_LUMO (eV): -4.3

=====

DFT (wB97M-V/def2-TZVPD) results for one molecule with the formula C8H17N at a distorted geometry.

XYZ file:
```
26
Properties=species:S:1:pos:R:3:forces:R:3
N 0.60593 0.24976 0.21911 3.312 -1.566 -0.740
C 0.52092 1.69651 0.39189 0.372 -0.373 0.020
C 2.72486 0.04603 -1.15561 -0.447 0.178 0.269
C -1.06799 -0.15876 -1.56193 -0.174 -0.113 -0.095
C 1.94862 -0.41349 -0.16877 -1.668 1.477 0.084
C -0.56079 -0.49176 -0.16443 -1.832 0.652 1.948
C 2.35144 -1.60070 0.66043 -0.064 0.082 0.325
C -1.70248 -0.26457 1.05931 0.943 -0.847 -1.613
C -2.92260 0.55409 0.68671 -0.182 0.080 -0.014
H 2.40740 0.86437 -1.79358 0.016 0.023 0.132
H 2.28557 -1.35555 1.72564 -0.137 -0.074 -0.120
H 1.37780 2.21365 -0.04843 -0.091 -0.148 -0.057
H 3.71237 -0.36489 -1.34998 -0.221 -0.068 0.088
H 0.53101 1.92553 1.46228 -0.140 0.195 -0.016
H 3.38689 -1.90682 0.46619 -0.275 0.134 -0.183
H -1.22059 0.14846 1.94981 0.224 -0.019 -0.308
H -2.65498 1.57177 0.38916 -0.059 -0.055 -0.019
H 1.70601 -2.46178 0.46384 0.003 0.065 0.092
H -3.48221 0.09106 -0.13180 0.073 0.120 0.050
H -3.60880 0.63135 1.53877 0.121 0.008 -0.113
H -0.35636 -1.56745 -0.13440 0.281 0.248 0.062
H -1.29243 0.90342 -1.68727 -0.025 -0.068 0.069
H -1.97518 -0.72751 -1.78588 0.038 0.075 -0.045
H -0.38341 2.12613 -0.04740 0.033 -0.153 -0.019
H -2.01834 -1.27950 1.32371 -0.068 0.127 0.075
H -0.31268 -0.42937 -2.30741 -0.032 0.020 0.128
```
Forces are in eV/Å.

Values from the calculation:
Charge: 0
E_tot (Ha): -369.71063
Highest occupied orbital energy (eV): -7.84
Molecular weight (g/mol): 127.2
SMILES: C=C(C)N(C)[C@H](C)CC
2S+1: 1
E_LUMO (eV): 1.0

=====

DFT (wB97M-V/def2-TZVPD) results for a 2-piece molecular cluster, C8H17N3O6 overall at a distorted geometry.

XYZ file:
```
34
Properties=species:S:1:pos:R:3:forces:R:3
O 1.02560 0.02034 0.18888 1.945 -0.432 6.554
O -0.48879 3.14873 -2.46544 -0.150 -0.231 0.657
O 4.34919 -0.35171 1.68062 -1.032 -0.959 -0.318
O 3.87218 -2.36213 0.91871 4.913 6.275 -2.911
O -3.87075 1.79630 -0.76740 -0.214 -1.130 -0.818
O -2.00982 2.03745 -3.61658 -0.415 1.043 0.171
N 1.89769 0.21563 2.81184 -11.933 -6.605 -9.202
N 0.50681 0.95590 -1.43441 -3.327 1.034 -1.845
N -3.55678 -0.41914 -1.45727 -5.150 7.796 2.827
C 1.05947 -1.13446 0.95505 -0.667 -2.868 -0.078
C -0.89759 0.83220 -1.73144 1.947 1.305 -1.441
C -1.11083 2.12478 -2.58728 -1.245 0.430 -1.218
C -1.75472 0.82721 -0.47852 0.433 -0.598 -0.343
C 2.06222 -1.11507 2.10843 1.034 1.168 -0.074
C -0.31108 -1.62000 1.52394 2.190 6.280 1.621
C -3.18679 0.79875 -0.94361 -0.326 0.164 1.343
C 3.54305 -1.25269 1.55637 -0.150 2.354 1.201
H -0.08788 -2.27863 2.23560 0.763 -2.932 2.996
H 2.18154 0.07056 3.57612 4.433 -2.391 14.463
H 2.48364 0.73385 2.47398 8.171 7.635 -5.256
H -2.93307 -1.00445 -1.58278 7.432 -7.022 -1.468
H 1.10674 0.90421 -2.17056 1.644 0.098 -2.600
H -0.79998 -0.74341 2.08827 0.616 -1.180 -0.812
H -1.65284 1.79290 -0.03533 0.236 0.584 0.677
H -2.16092 2.98689 -3.93161 0.484 -1.757 0.472
H 1.15613 0.78399 0.87369 -0.529 -1.733 -1.515
H -1.02660 -0.06135 -2.35426 -0.266 0.245 0.004
H 1.37670 -1.93520 0.24238 -0.055 0.383 0.352
H -0.98098 -2.03538 0.93642 -2.986 -1.720 -3.460
H 3.44446 -3.04596 1.17850 -4.868 -7.191 2.522
H -4.36082 -0.52376 -1.95390 -2.687 -0.120 -1.421
H 0.64706 1.76900 -0.89229 0.424 0.903 0.154
H 1.89305 -1.94919 2.81792 -0.029 0.462 -0.315
H -1.41530 0.03385 0.23596 -0.634 0.708 -0.918
```
Forces are in eV/Å.

Values from the calculation:
Charge: 0
E_tot (Ha): -930.53738
Highest occupied orbital energy (eV): -7.46
Molecular weight (g/mol): 251.2
SMILES: C[C@@H](O)[C@H](N)C(=O)O.NC(=O)C[C@H](N)C(=O)O
2S+1: 1
E_LUMO (eV): 0.3

=====

DFT (wB97M-V/def2-TZVPD) results for a 2-piece molecular cluster, C8H17N4O overall at a distorted geometry.

XYZ file:
```
30
Properties=species:S:1:pos:R:3:forces:R:3
O -2.29843 -0.75295 1.77376 -0.068 0.082 -0.082
N 0.42534 -0.17225 -2.51100 -0.837 0.277 0.047
N 0.17477 0.67786 1.69588 0.011 -0.034 -0.312
N 4.19734 -1.97471 -2.46665 -0.122 0.214 -0.123
N 0.61507 -1.45731 -2.47936 -0.239 -1.093 -0.080
C 2.79535 0.04599 -2.46269 -0.404 -0.365 0.029
C 1.77413 -2.08630 -2.45724 0.460 -0.056 0.027
C 2.93346 -1.32485 -2.46055 0.978 0.240 0.145
C -1.05905 1.32924 1.24064 -0.203 -0.078 0.333
C -3.14307 -0.44079 2.87233 0.088 -0.188 0.116
C -1.54320 2.31102 2.30205 0.049 0.176 -0.015
C -2.11734 0.28999 0.83954 0.011 -0.013 -0.227
C 1.50021 0.56167 -2.49094 0.769 1.000 -0.092
H 1.80756 -3.16783 -2.43688 -0.185 0.029 -0.023
H 4.71589 -1.62236 -3.26904 0.109 -0.274 0.000
H -1.77414 -0.19845 -0.08046 0.014 -0.060 0.034
H -2.56995 -0.00082 3.69035 -0.103 0.113 0.014
H -0.82484 1.91378 0.34416 -0.006 -0.083 -0.055
H -3.95569 0.22953 2.58146 0.042 0.050 -0.018
H -2.54589 2.67502 2.07212 0.001 -0.024 0.007
H 3.65247 0.70573 -2.44390 -0.001 -0.012 -0.025
H -0.87892 3.17387 2.34718 0.034 -0.042 0.011
H -0.22444 -2.03378 -2.50154 -0.146 0.333 0.057
H -3.57386 -1.37321 3.23429 0.014 -0.023 -0.081
H 4.73432 -1.68140 -1.65353 -0.016 -0.206 0.053
H -1.55891 1.86905 3.29737 -0.007 -0.066 -0.029
H -0.07874 0.00429 2.41453 0.027 0.092 0.090
H -3.07780 0.76290 0.59862 0.009 0.081 0.097
H 0.51815 0.09950 0.93267 0.108 0.009 0.050
H 1.38021 1.63755 -2.52318 -0.387 -0.075 0.052
```
Forces are in eV/Å.

Values from the calculation:
Charge: +1
E_tot (Ha): -608.98359
Highest occupied orbital energy (eV): -11.70
Molecular weight (g/mol): 185.3
2S+1: 1
E_LUMO (eV): -5.4

=====

DFT (wB97M-V/def2-TZVPD) results for one molecule with the formula C8H17NO2S at a distorted geometry.

XYZ file:
```
29
Properties=species:S:1:pos:R:3:forces:R:3
S 3.19547 0.86124 0.14223 2.858 1.906 -1.161
O 3.26627 1.89753 -1.02488 -0.299 -2.493 4.482
O 4.08969 0.73021 1.38196 -2.102 1.520 -3.146
N 0.01866 -1.38640 0.57701 0.025 -1.102 -2.576
C 3.49995 -0.70742 -0.65689 0.752 1.214 -3.097
C 1.06695 -0.58256 -0.07795 -3.295 2.155 -1.603
C -1.22143 -0.61007 0.74444 -0.221 1.039 2.185
C -2.16229 -0.43560 -0.37432 -1.451 0.717 -3.059
C 1.48383 0.58455 0.76249 3.751 -3.017 1.654
C 2.27168 -1.46986 -0.37004 -0.404 -2.803 -1.438
C -3.46706 0.37070 -0.03453 0.661 0.898 -3.903
C -3.16679 1.95856 0.08189 -0.566 -1.533 -2.023
H 0.99697 1.51561 0.69321 -0.884 0.766 0.527
H 0.43791 0.06277 -0.93974 2.314 -2.241 0.700
H -2.39622 2.12354 -0.87883 -1.699 0.246 3.161
H 2.66216 -2.08465 0.52095 -2.004 0.287 -1.091
H -2.95088 2.28367 1.13219 0.720 -0.247 -1.220
H 1.79301 -0.00312 1.73268 -1.062 2.214 -0.834
H -4.12362 2.48637 -0.16508 0.877 -0.322 0.016
H -1.80227 -1.06383 1.56180 0.279 -0.134 -0.065
H 2.00003 -2.09030 -1.35438 0.599 0.664 2.568
H 3.71432 -0.67333 -1.80243 -0.432 0.750 2.091
H -1.76974 0.28563 -1.18710 0.051 -1.647 0.822
H -1.05375 0.45715 1.13792 0.466 -1.534 -0.379
H -2.46158 -1.42794 -0.87459 0.555 1.320 0.720
H -4.05280 -0.08421 0.68479 -0.910 -0.545 2.207
H 4.40705 -1.02789 -0.18393 0.231 -0.516 0.276
H -0.13370 -2.12479 -0.23402 -0.171 1.486 2.434
H -4.14183 0.15445 -0.99488 1.362 0.948 1.755
```
Forces are in eV/Å.

Values from the calculation:
Charge: 0
E_tot (Ha): -918.27255
Highest occupied orbital energy (eV): -9.60
Molecular weight (g/mol): 191.3
SMILES: CCCCN[C@@H]1CCS(=O)(=O)C1
2S+1: 1
E_LUMO (eV): 0.6

=====

DFT (wB97M-V/def2-TZVPD) results for a 2-piece molecular cluster, C8H17NO2Si overall.

XYZ file:
```
29
Properties=species:S:1:pos:R:3:forces:R:3
Si 0.33294 -0.67234 -1.82727 0.132 -0.030 -0.002
O -0.64556 -1.58541 -2.80548 0.040 0.063 0.062
O -0.75848 4.33819 -0.34096 -0.021 -0.066 -0.031
N 0.58710 -3.30023 1.54702 -0.013 0.001 0.003
C 0.93311 -4.02894 3.60699 0.004 0.004 -0.008
C -1.13621 2.97807 -0.25392 -0.006 0.058 -0.036
C -1.04825 4.92714 -1.58975 -0.037 0.013 0.054
C 2.18204 -3.65945 3.03686 -0.006 0.001 -0.002
C -0.61551 0.57377 -0.80259 -0.122 0.037 0.042
C 1.93402 -3.21463 1.76530 0.012 0.010 0.007
C -0.03051 -3.79626 2.66188 -0.008 0.006 0.007
C -0.26715 2.03845 -1.08177 0.024 0.104 0.023
H -2.19202 2.86800 -0.54575 0.030 -0.028 0.006
H 1.01276 -1.66237 -0.96379 -0.031 -0.014 0.000
H 0.12726 -3.04189 0.69332 0.010 -0.013 -0.014
H -0.40462 4.54450 -2.38834 0.002 0.027 0.009
H 0.76312 -4.41991 4.59623 -0.001 0.000 -0.005
H -0.46739 0.35966 0.26163 0.017 -0.024 -0.034
H -1.09690 -3.94078 2.69060 0.004 -0.002 -0.001
H -2.09578 4.76181 -1.87472 0.028 -0.016 0.025
H -0.98833 -1.16133 -3.59395 -0.059 -0.028 -0.068
H 0.78000 2.24338 -0.83959 -0.017 -0.047 -0.004
H 2.59873 -2.84768 1.00212 -0.003 -0.001 0.000
H 3.14993 -3.71504 3.50633 -0.003 0.000 -0.002
H -0.38551 2.26148 -2.14627 -0.014 -0.037 0.004
H -1.68277 0.40427 -0.99279 0.028 -0.004 0.014
H -1.05479 2.71197 0.80207 0.004 0.016 -0.017
H -0.88181 5.99762 -1.48208 0.023 -0.029 -0.037
H 1.35056 0.03795 -2.64134 -0.019 0.000 0.006
```
Forces are in eV/Å.

Values from the calculation:
Charge: 0
E_tot (Ha): -809.75607
Highest occupied orbital energy (eV): -8.23
Molecular weight (g/mol): 187.3
SMILES: COCCC[SiH2]O.c1cc[nH]c1
2S+1: 1
E_LUMO (eV): 0.5